Record 1
ORCA calculation (ωB97M-V/def2-TZVPD) on 2 unconnected molecules or ions with the total composition C10H3N6O8 at a distorted geometry.

XYZ file:
```
27
Properties=species:S:1:pos:R:3:forces:R:3:mulliken_charge:R:1
N 1.4268 -6.7012 1.6499 -0.1349 0.5522 -0.4791 -0.61
C 0.1871 -6.2407 1.2557 1.5257 -0.9006 0.7864 0.30
O -0.8986 -6.6476 1.6344 -0.6479 -0.0390 0.0324 -0.65
C 0.3634 -5.1367 0.2692 0.5579 0.4325 -0.3868 -0.31
C 1.6654 -4.9616 0.1002 -0.7311 0.2541 -0.2158 -0.30
C 2.3641 -5.9478 0.9733 -1.0001 -1.2399 1.1138 0.30
O 3.5773 -6.0452 1.0540 0.6344 0.1348 -0.1318 -0.65
H -0.4437 -4.6169 -0.1868 -0.5651 0.3479 -0.3056 0.45
H 2.1686 -4.2660 -0.5262 0.3602 0.4729 -0.4281 0.46
O -3.6821 4.5738 -0.8877 -2.7764 1.5974 -1.3306 -0.65
N -2.9116 4.1252 -0.1454 4.4960 -2.5739 0.1641 0.86
C -1.7076 3.4465 -0.4558 -3.1840 1.7219 2.0756 0.31
C -1.1593 3.1125 0.7662 -1.9567 1.0512 2.8328 0.53
N -1.9436 3.5479 1.8046 1.6672 -0.9520 -1.2565 -0.60
O -3.0300 4.1696 1.2472 0.4971 -0.2264 -1.0599 -0.15
C 0.0800 2.4312 0.8271 1.5991 -0.8518 -1.5170 0.03
N 0.6811 2.1023 2.1299 0.8774 -0.6527 1.9299 0.80
O 1.7065 2.7111 2.4717 -1.5641 -0.7136 -0.9660 -0.51
O 0.1371 1.2308 2.8180 0.4990 1.4696 -1.4480 -0.47
C 0.7264 2.0852 -0.3595 0.4607 -0.2037 3.0808 -1.01
C 0.1202 2.4176 -1.5530 -1.3291 0.7388 -3.9610 0.50
N 0.4974 2.2051 -2.9113 -2.1459 1.1553 4.3344 0.86
O 1.4602 1.6740 -3.2923 2.2080 -1.2186 -1.9903 -0.66
O -0.4894 2.7481 -3.7504 0.6821 -0.3314 1.4770 -0.17
N -1.4727 3.3063 -2.9675 0.0656 -0.0144 2.7501 -0.59
C -1.1031 3.1067 -1.6467 -0.0287 -0.0377 -5.0565 0.40
H 1.6802 1.5700 -0.3189 -0.0663 0.0271 -0.0443 0.51
```
Forces are in eV/Å.

Calculated values
E_LUMO, eV: -0.552
HOMO level, eV: -4.24
Spin multiplicity: 1
Kohn-Sham gap, Eh: 0.1354
Charge: -1
Energy above the lowest of the compared OMol25 structures with the same formula, charge and spin, kJ/mol: 44.1
E, a.u.: -1312.9516



Record 2
ORCA calculation (ωB97M-V/def2-TZVPD) on a molecular structure, C10H5BrGaNO5 at a distorted geometry.

XYZ file:
```
23
Properties=species:S:1:pos:R:3:forces:R:3:mulliken_charge:R:1
O 0.1898 0.0412 -4.9094 -1.1295 -0.0342 2.9343 -0.16
C -0.7003 0.0126 -4.1818 0.0565 0.0059 -6.6611 0.33
Ga -0.6050 0.0219 -1.4082 -1.4662 0.0733 -0.4993 1.57
O 2.6257 -0.0110 -2.9695 -3.8190 0.1292 1.4549 -0.08
C 1.5650 0.0240 -2.5375 3.9180 -0.1101 -0.8525 0.20
C -2.9657 -0.0351 -0.4952 -4.1470 -0.1412 4.3273 0.29
O -3.8799 -0.0644 0.2243 4.1090 0.1376 -3.6773 -0.14
C -0.5804 -1.9106 -1.3016 1.3255 -8.0853 2.8854 -0.10
O -0.5409 -3.0465 -1.0522 -0.7121 4.9457 -2.0111 -0.14
C -0.6933 1.9600 -1.3729 0.8491 8.0215 2.4038 -0.12
O -0.7372 3.1124 -1.2156 -0.4325 -5.0702 -1.5499 -0.15
H -1.5823 -0.0225 -3.1384 1.7419 0.0874 2.3981 0.21
Br 0.2287 -2.6076 3.9049 0.0932 0.8498 -0.5621 -0.07
C 0.4657 -1.0611 2.8128 -0.6397 -0.3856 -0.8747 -0.61
C 1.1883 0.0470 3.2395 0.2454 0.3729 0.2676 0.05
C 1.3725 1.1632 2.4258 -0.4347 -0.3814 -0.6204 -0.91
C 0.8213 1.1170 1.1599 0.1766 -0.0057 0.3862 0.12
N 0.1340 0.0519 0.7365 -1.1144 -0.6180 -1.9186 -0.11
C -0.0980 -1.0256 1.5120 1.5177 1.0276 1.7727 0.13
H 1.6151 0.0676 4.2245 0.1073 -0.1729 0.3413 0.51
H 1.9178 2.0619 2.6887 0.0184 -0.2698 0.3940 0.43
H 0.9307 1.9590 0.4884 0.0459 -0.1035 -0.0441 0.32
H -0.6715 -1.8551 1.1651 -0.3094 -0.2730 -0.2945 0.45
```
Forces are in eV/Å.

Calculated values
E_LUMO, eV: -8.859
HOMO level, eV: -14.99
Spin multiplicity: 1
Kohn-Sham gap, Eh: 0.2252
Charge: +2
Energy above the lowest of the compared OMol25 structures with the same formula, charge and spin, kJ/mol: 394.1
E, a.u.: -5312.9565



Record 3
ORCA calculation (ωB97M-V/def2-TZVPD) on a molecular structure, C10H5BrGaNO5 at a distorted geometry.

XYZ file:
```
23
Properties=species:S:1:pos:R:3:forces:R:3:mulliken_charge:R:1
O 4.1147 1.6799 -2.3334 -2.4515 -0.9329 3.0439 -0.15
C 3.3902 1.4010 -1.4787 2.7389 1.0381 -3.2877 0.15
Ga 0.2447 0.0894 -0.1385 0.7342 0.3814 0.5713 1.72
O 0.8986 0.2720 -3.4628 -0.2171 -0.0407 3.8743 -0.09
C 0.7699 0.2320 -2.3273 -0.1549 -0.1552 -4.2879 0.13
C 0.0826 0.1571 2.2413 -2.0314 -0.7346 3.7046 0.27
O -0.2544 0.0565 3.3278 1.3367 0.4517 -3.1423 -0.11
C -0.5549 2.0085 -0.1591 -4.1427 5.1862 -0.1319 0.11
O -1.1569 2.9897 -0.1261 2.8813 -3.7430 -0.0699 -0.12
C 1.2006 -1.7556 0.0319 1.3353 -6.9085 0.4077 0.12
O 1.5753 -2.8425 0.1530 -1.1897 5.0181 -0.4133 -0.12
H 1.6339 0.7299 0.2588 -0.3660 -0.1248 -0.2652 -0.36
Br -5.6919 0.3259 0.3536 0.6657 -0.2952 -0.1040 -0.08
C -4.1514 -0.6877 -0.1043 0.2073 1.2280 0.4639 -0.39
C -4.3057 -1.9690 -0.6212 0.6727 0.0616 -0.0301 -0.08
C -3.1363 -2.6532 -0.9614 0.3714 0.4330 0.1924 -0.84
C -1.8824 -2.0500 -0.7770 -0.4626 -0.4942 -0.2235 0.11
N -1.7553 -0.8084 -0.2850 0.7458 0.8641 0.2246 -0.07
C -2.8707 -0.1138 0.0657 -0.2939 -0.7762 -0.3835 0.14
H -5.3115 -2.3816 -0.7458 0.4842 0.0056 -0.0175 0.50
H -3.1851 -3.6470 -1.3726 0.0531 -0.1644 -0.0490 0.43
H -0.9526 -2.5665 -1.0302 -0.5016 0.0105 -0.0275 0.32
H -2.7104 0.8886 0.4618 -0.4154 -0.3086 -0.0496 0.39
```
Forces are in eV/Å.

Calculated values
E_LUMO, eV: -8.859
HOMO level, eV: -16.34
Spin multiplicity: 1
Kohn-Sham gap, Eh: 0.2748
Charge: +2
Energy above the lowest of the compared OMol25 structures with the same formula, charge and spin, kJ/mol: 37.1
E, a.u.: -5313.0925



Record 4
ORCA calculation (ωB97M-V/def2-TZVPD) on a molecular structure, C10H5N3O7RhS.

XYZ file:
```
27
Properties=species:S:1:pos:R:3:forces:R:3:mulliken_charge:R:1
Rh -0.8624 -0.4737 0.3058 -0.5169 0.5126 -0.0605 0.45
O -3.8212 0.7011 5.4956 0.0026 -0.0040 0.0022 -0.59
C -3.2275 0.4710 4.4761 0.0060 -0.0042 0.0113 0.51
C -2.1348 1.3408 3.8516 -0.0041 -0.0013 -0.0075 -0.12
O -1.7208 2.3888 4.2958 0.0006 0.0045 -0.0029 -0.63
C -1.7503 0.6334 2.6299 -0.0162 -0.0409 0.0121 1.09
C -2.4849 -0.5396 2.4711 0.1391 0.0019 0.0755 1.04
O -2.2881 -1.3021 1.4353 0.0287 0.0501 -0.0226 -0.89
C -3.4267 -0.7445 3.5685 0.0030 0.0116 -0.0020 -0.07
O -4.2154 -1.6455 3.7504 -0.0061 0.0009 -0.0041 -0.62
O -0.8683 0.9848 1.7468 0.0575 -0.0199 -0.0487 -0.86
O 2.0268 -0.2057 0.9601 0.0285 -0.0084 0.0522 -0.38
N 1.6824 -1.2737 1.3834 0.0163 0.0021 -0.0065 0.28
O 0.4595 -1.6390 1.1752 -0.0035 0.0794 -0.1137 -0.30
C 2.8696 -0.2855 -4.5224 0.0088 0.0008 0.0038 -1.18
C 1.9651 -0.0429 -3.3519 -0.0109 -0.0306 0.0295 1.06
C 2.2066 1.0097 -2.4639 -0.0374 0.0077 -0.0377 -0.90
C 1.3544 1.1456 -1.3912 -0.2010 0.2329 -0.0663 -0.09
N 0.3013 0.3440 -1.2625 0.3566 -0.6326 0.4462 -0.21
C 0.1706 -0.6816 -2.1321 0.0046 -0.4893 -0.0022 0.51
S -1.0505 -1.7891 -1.6003 0.1135 -0.0174 -0.1366 -0.34
N 0.9696 -0.9085 -3.1727 0.0081 0.3869 -0.1398 -0.55
H 3.1780 0.6524 -4.9841 0.0027 -0.0005 0.0008 0.35
H 2.3673 -0.9136 -5.2537 -0.0014 0.0039 -0.0032 0.34
H 3.7702 -0.8037 -4.1858 -0.0011 -0.0045 -0.0035 0.26
H 3.0478 1.6744 -2.5957 -0.0010 0.0009 -0.0011 0.35
H 1.4818 1.9027 -0.6291 0.0231 -0.0427 0.0254 0.48
```
Forces are in eV/Å.

Calculated values
E_LUMO, eV: 1.560
HOMO level, eV: -4.89
Spin multiplicity: 1
Kohn-Sham gap, Eh: 0.2371
Charge: -1
E, a.u.: -1583.7776



Record 5
ORCA calculation (ωB97M-V/def2-TZVPD) on a molecular structure, C10H6BaF5N6O4.

XYZ file:
```
32
Properties=species:S:1:pos:R:3:forces:R:3:mulliken_charge:R:1
Ba -0.1057 -0.0567 -0.4119 -0.0636 0.2144 -0.0169 1.96
O 3.5472 2.7892 -1.0706 0.0012 -0.0218 -0.0164 -0.72
C 2.4410 2.2601 -1.0201 0.0062 0.0530 -0.0056 0.20
O 2.1589 1.0189 -0.9408 -0.0063 -0.0043 0.0477 -0.70
C 1.2154 3.1917 -1.0559 0.0434 -0.1020 0.0181 0.18
C 1.3226 4.5739 -1.0514 -0.0585 -0.0184 -0.0440 -0.37
C 0.1520 5.3196 -1.0788 0.0163 0.0837 0.0051 -0.28
C -1.0796 4.6818 -1.1177 0.0641 -0.0398 -0.0424 -0.37
C -1.0954 3.2953 -1.1196 -0.0478 -0.0468 0.0155 0.19
N 0.0305 2.5887 -1.0807 -0.0140 0.0023 0.0539 -0.19
C -2.4001 2.4812 -1.1531 -0.0272 0.0124 -0.0114 0.20
O -3.4499 3.1078 -1.2651 0.0149 -0.0034 -0.0138 -0.72
O -2.2363 1.2211 -1.0589 0.0151 -0.0301 0.0428 -0.71
H 2.3057 5.0212 -1.0258 0.0065 0.0016 -0.0013 0.47
H 0.1990 6.4027 -1.0694 0.0090 -0.0042 0.0010 0.40
H -2.0190 5.2148 -1.1461 -0.0039 -0.0026 0.0000 0.47
N -1.2192 -5.8325 0.0753 0.1332 0.0357 -0.0531 -0.78
N -0.3466 -4.8210 -0.2934 -0.0116 -0.1312 0.0467 1.08
N 0.9523 -4.9116 -0.0957 -0.0020 0.0761 0.0308 -0.61
C 1.3566 -3.7266 -0.5097 0.0167 -0.0612 0.0001 -0.14
N 0.3329 -2.9641 -0.9404 -0.0198 0.0172 -0.0478 -0.14
N -0.7459 -3.6838 -0.7969 0.0364 0.0881 -0.0195 -0.46
H -1.5556 -6.2813 -0.7681 -0.0956 0.0175 0.0176 0.26
H -1.9878 -5.3965 0.5714 -0.0175 -0.0175 0.0054 0.29
H 2.3802 -3.3971 -0.4894 0.0075 -0.0224 0.0002 0.47
F -1.4812 -0.6422 2.9921 0.0134 0.0075 -0.0024 -0.34
C -0.1968 -0.8088 2.4322 -0.0303 -0.1225 0.0058 -0.28
F 0.6450 -0.0956 3.3016 -0.0079 0.0470 -0.0027 -0.33
C 0.1320 -2.2577 2.7513 0.1016 -0.0342 -0.0746 0.83
F 1.3896 -2.5513 2.3354 -0.0687 -0.0183 0.0285 -0.29
F -0.7003 -3.0917 2.0631 -0.0015 -0.0091 -0.0119 -0.28
F 0.0585 -2.6494 4.0369 -0.0092 0.0333 0.0445 -0.30
```
Forces are in eV/Å.

Calculated values
E_LUMO, eV: 2.165
HOMO level, eV: -5.37
Spin multiplicity: 1
Kohn-Sham gap, Eh: 0.2768
Charge: -1
Energy above the lowest of the compared OMol25 structures with the same formula, charge and spin, kJ/mol: 25.8
E, a.u.: -1539.1644



Record 6
ORCA calculation (ωB97M-V/def2-TZVPD) on a molecular structure, C10H6BeNO5 at a distorted geometry.

XYZ file:
```
23
Properties=species:S:1:pos:R:3:forces:R:3:mulliken_charge:R:1
O -2.4508 1.9385 -4.7023 -1.2800 -1.6395 0.0826 -0.14
C -3.1507 1.0376 -4.6575 1.2847 1.6375 -0.0710 0.15
Be -0.3419 0.9226 -0.4228 0.8632 -0.8551 1.2138 0.03
O -2.4040 2.1608 0.5972 1.0793 -3.6057 -0.5346 -0.28
C -1.9750 1.0454 0.4061 -1.1015 3.4570 1.1793 0.73
C -2.5220 -0.2845 0.9391 -2.8482 -0.0494 3.4154 0.31
O -2.6642 -0.4958 2.1486 1.4315 0.2852 -3.4836 -0.41
C -2.7511 -2.6033 -0.0712 3.1330 -1.9149 -0.0306 0.28
O -1.9508 -3.4478 -0.2865 -3.0628 2.9054 0.6216 -0.24
C -3.1463 -1.1378 -0.1210 -1.1172 -1.7013 -2.0320 0.51
O -4.0487 -0.8629 -0.9222 1.7754 0.4391 1.4587 -0.44
H -0.4450 1.6406 -1.3925 -0.2413 1.2074 -2.0289 -0.06
C 3.6320 -0.2738 1.1685 -0.9852 0.0557 -0.0095 -0.09
C 2.5565 -1.1636 1.3144 -0.3885 0.0785 -0.2480 -0.75
C 1.3006 -0.8222 0.8072 0.4657 0.5293 0.1440 0.32
N 1.0550 0.3927 0.2467 1.4836 -0.1628 0.2715 -0.02
C 2.1038 1.2775 0.1236 -0.0051 -0.9129 0.2715 -0.21
C 3.3980 0.9644 0.5645 -0.4236 0.1619 -0.1755 -0.71
H 4.6110 -0.5422 1.5439 -0.0149 0.0518 -0.0643 0.43
H 2.6682 -2.1248 1.8191 0.0603 0.2981 -0.2869 0.38
H 0.4589 -1.5131 0.8305 0.2362 0.1081 0.1731 0.34
H 1.8474 2.2102 -0.3701 0.2083 -0.0775 0.1231 0.51
H 4.2193 1.6815 0.4368 -0.5528 -0.2957 0.0103 0.37
```
Forces are in eV/Å.

Calculated values
E_LUMO (spin up / spin down), eV: -5.719 / -7.086
HOMO level (spin up / spin down), eV: -14.11 / -12.67
Spin multiplicity: 1
Kohn-Sham gap (spin up / spin down), Eh: 0.3083 / 0.2053
Charge: +1
Energy above the lowest of the compared OMol25 structures with the same formula, charge and spin, kJ/mol: 275.3
E, a.u.: -829.9525